# 1
A 3-piece molecular cluster, C31H59BF3IN3O6S overall in a non-equilibrium geometry, computed with wB97M-V/def2-TZVPD.

Computed properties:
E_LUMO	-3.58	eV
Kohn-Sham gap	6.96	eV
DFT total energy	-77616.6945	eV
maximum force	3.38	eV Å⁻¹
molar mass	796.60	g/mol
E_HOMO	-10.54	eV

Geometry as ORCA input:
```
! wB97M-V def2-TZVPD RIJCOSX def2/J DEFGRID3
* xyz 1 1
C 0.5673 -4.2473 -0.5926
O -0.4786 -5.1809 -0.5167
C -1.6540 -4.6742 0.0906
C -2.8263 -4.8323 -0.8962
C -2.8451 -3.6601 -1.8848
C -3.8604 -2.5459 -1.4989
C -3.2149 -1.1574 -1.2384
C -3.5474 0.0233 -2.1903
C -3.6387 -0.4159 -3.6650
C -2.4919 -1.2757 -4.1782
F -4.8478 -0.9941 -4.0080
C -2.2763 0.9028 -2.2159
N -2.0173 1.7366 -1.0596
C -1.1270 2.8663 -1.3052
C 0.0356 2.4951 -2.2527
C 1.3570 3.1672 -1.7979
C 2.5791 2.3344 -2.1449
N 2.7592 1.1593 -1.3005
C 4.0103 0.6831 -1.0283
C 3.8769 -0.4049 -0.2748
C 2.4988 -0.6319 -0.0347
C 1.8679 0.3678 -0.6805
C -3.0180 1.9368 -0.0396
F -3.0733 3.3256 0.2215
B -2.4460 1.3434 1.3742
O -3.2356 1.2898 2.4682
O -1.1434 0.8719 1.4409
C -4.4584 1.4715 -0.3347
C -5.4942 2.5162 0.0588
C -5.5901 2.7114 1.5562
O -5.2210 3.7049 2.1369
F -6.1760 1.6941 2.2035
N -4.7097 0.8584 -1.7263
S -6.1680 -0.2083 -1.4575
C -5.2487 1.8289 -2.7195
C -4.4277 3.1032 -2.9385
C -5.3851 4.1655 -3.5286
I -4.1738 5.6249 -4.5438
H 0.9286 -3.9458 0.3936
H 0.2987 -3.3306 -1.1315
H 1.3963 -4.7013 -1.1224
H -1.8747 -5.1503 1.0432
H -1.5033 -3.5995 0.2317
H -3.7737 -4.9721 -0.3834
H -2.5984 -5.7241 -1.4731
H -1.8464 -3.2581 -2.0163
H -3.1726 -4.0390 -2.8509
H -4.2750 -2.8912 -0.5516
H -4.7001 -2.5411 -2.1829
H -2.1468 -1.3187 -1.2962
H -3.3876 -0.9129 -0.1893
H -3.5966 0.5023 -4.2488
H -1.9985 -0.7911 -5.0132
H -2.8687 -2.2204 -4.5509
H -1.7290 -1.5094 -3.4461
H -1.4153 0.2705 -2.3850
H -2.3083 1.5455 -3.1037
H -1.6279 3.7225 -1.7566
H -0.6623 3.1485 -0.3700
H -0.1747 2.8904 -3.2400
H 0.2308 1.4320 -2.2669
H 1.3622 3.4107 -0.7376
H 1.4347 4.1023 -2.3482
H 3.4581 2.9507 -2.0012
H 2.5284 2.0687 -3.2010
H 4.9190 1.1325 -1.3711
H 4.6574 -1.0303 0.1205
H 2.0348 -1.4189 0.5234
H 0.8028 0.5095 -0.6871
H -3.0475 0.5420 3.0440
H -1.1443 -0.0265 1.0886
H -4.6507 0.6540 0.3462
H -5.3551 3.4804 -0.4020
H -6.4988 2.2145 -0.2377
H -5.7304 -1.0433 -0.4946
H -5.4161 1.3808 -3.6925
H -6.2543 2.1338 -2.4458
H -4.0069 3.5338 -2.0346
H -3.6582 2.9630 -3.6842
H -5.9576 4.6420 -2.7446
H -6.0052 3.7065 -4.2893
C 3.6356 1.8185 4.0306
C 4.5109 0.5938 4.2526
C 5.8604 0.7488 3.5690
O 3.8463 -0.5687 3.7579
H 3.4426 1.9613 2.9631
H 2.6690 1.6918 4.5203
H 4.1088 2.7205 4.4216
H 4.6566 0.4369 5.3221
H 5.7350 0.8616 2.4881
H 6.4768 -0.1367 3.7280
H 6.3981 1.6192 3.9483
H 3.7104 -0.4435 2.8114
C 9.8487 -2.0813 6.0931
C 8.7795 -2.2286 5.0213
C 8.4061 -3.6871 4.8046
O 9.2444 -1.6623 3.7947
H 10.7622 -2.6045 5.7979
H 10.1087 -1.0314 6.2311
H 9.5114 -2.4854 7.0486
H 7.8919 -1.6633 5.3093
H 9.2754 -4.2597 4.4701
H 7.6439 -3.7746 4.0297
H 8.0247 -4.1397 5.7211
H 10.0284 -2.1519 3.5263
*
```

Löwdin population analysis, charges in e, atoms 1 to 99: number 1, C, carries -0.117; number 2, O, carries -0.169; number 3, C, carries -0.220; number 4, C, carries -0.152; number 5, C, carries -0.187; number 6, C, carries -0.181; number 7, C, carries -0.110; number 8, C, carries -0.320; number 9, C, carries -0.317; number 10, C, carries 0.022; number 11, F, carries -0.014; number 12, C, carries -0.114; number 13, N, carries -0.046; number 14, C, carries -0.135; number 15, C, carries -0.164; number 16, C, carries -0.161; number 17, C, carries -0.133; number 18, N, carries -0.091; number 19, C, carries -0.099; number 20, C, carries -0.108; number 21, C, carries -0.086; number 22, C, carries -0.129; number 23, C, carries -0.263; number 24, F, carries 0.037; number 25, B, carries -0.555; number 26, O, carries 0.226; number 27, O, carries 0.175; number 28, C, carries -0.188; number 29, C, carries -0.046; number 30, C, carries -0.429; number 31, O, carries 0.185; number 32, F, carries 0.129; number 33, N, carries -0.310; number 34, S, carries 1.060; number 35, C, carries -0.202; number 36, C, carries -0.299; number 37, C, carries -0.621; number 38, I, carries 0.826; number 39, H, carries 0.087; number 40, H, carries 0.071; number 41, H, carries 0.094; number 42, H, carries 0.124; number 43, H, carries 0.104; number 44, H, carries 0.111; number 45, H, carries 0.117; number 46, H, carries 0.087; number 47, H, carries 0.110; number 48, H, carries 0.099; number 49, H, carries 0.089; number 50, H, carries 0.107; number 51, H, carries 0.113; number 52, H, carries 0.133; number 53, H, carries 0.100; number 54, H, carries 0.100; number 55, H, carries 0.076; number 56, H, carries 0.114; number 57, H, carries 0.120; number 58, H, carries 0.123; number 59, H, carries 0.123; number 60, H, carries 0.115; number 61, H, carries 0.075; number 62, H, carries 0.119; number 63, H, carries 0.117; number 64, H, carries 0.124; number 65, H, carries 0.131; number 66, H, carries 0.124; number 67, H, carries 0.104; number 68, H, carries 0.087; number 69, H, carries 0.095; number 70, H, carries 0.138; number 71, H, carries 0.105; number 72, H, carries 0.106; number 73, H, carries 0.125; number 74, H, carries 0.117; number 75, H, carries -0.057; number 76, H, carries 0.130; number 77, H, carries 0.109; number 78, H, carries 0.095; number 79, H, carries 0.062; number 80, H, carries 0.052; number 81, H, carries 0.049; number 82, C, carries -0.064; number 83, C, carries -0.494; number 84, C, carries -0.053; number 85, O, carries -0.060; number 86, H, carries 0.075; number 87, H, carries 0.077; number 88, H, carries 0.079; number 89, H, carries 0.137; number 90, H, carries 0.076; number 91, H, carries 0.068; number 92, H, carries 0.084; number 93, H, carries 0.061; number 94, C, carries -0.064; number 95, C, carries -0.505; number 96, C, carries -0.064; number 97, O, carries -0.061; number 98, H, carries 0.081; number 99, H, carries 0.079

# 2
C19H37ClEuSi4 as an isolated structure in a non-equilibrium geometry, computed with wB97M-V/def2-TZVPD.

Computed properties:
E_LUMO (spin up / spin down)	4.52 / 4.49	eV
Kohn-Sham gap (spin up / spin down)	3.37 / 3.47	eV
DFT total energy	-83660.9797	eV
maximum force	10.18	eV Å⁻¹
molar mass	565.27	g/mol
E_HOMO (spin up / spin down)	1.15 / 1.02	eV

Geometry as ORCA input:
```
! wB97M-V def2-TZVPD RIJCOSX def2/J DEFGRID3
* xyz -2 8
C 0.8708 -2.0078 0.8703
C 0.9412 -2.0443 -0.5411
C -0.3840 -2.0358 -1.0365
H 1.8411 -2.0792 -1.1322
C -1.2646 -1.9566 0.0651
C -0.4839 -1.9501 1.2419
H -0.8572 -1.8475 2.2470
H 1.7101 -1.9539 1.5426
H -0.6692 -2.0197 -2.0738
H -2.3391 -1.8975 0.0157
Eu 0.0000 0.0000 0.0000
Cl 0.7006 1.2287 1.7227
C 0.1070 2.9122 -4.7279
C -1.1063 2.2807 -5.0663
C -0.7999 1.0628 -5.7057
H -2.1017 2.6646 -4.8695
C 0.6029 0.9416 -5.7624
C 1.1634 2.0847 -5.1583
H 2.2224 2.2912 -5.0441
H 0.2100 3.8674 -4.2239
H -1.5181 0.3447 -6.0874
H 1.1545 0.1139 -6.1955
C -4.0338 0.9060 3.0440
Si -2.6340 -0.0775 3.7786
C -2.7583 -0.0420 5.6432
C -3.0606 -1.8661 3.4008
Si -0.5931 0.7696 3.0673
Si -0.6137 3.0283 3.8158
C -1.0977 3.3043 5.6025
C 1.1012 3.7647 3.6414
C -1.7605 4.0758 2.7828
Si 0.9722 -0.3316 4.4531
C 0.9978 0.3132 6.2023
C 0.7157 -2.1817 4.5808
C 2.7224 -0.0478 3.8353
H -4.9957 0.4744 3.3889
H -3.9803 0.8517 1.9368
H -3.9758 1.9522 3.3840
H -3.7599 -0.4081 5.9463
H -1.9937 -0.7190 6.0718
H -2.6181 0.9714 6.0436
H -3.1333 -2.0304 2.3101
H -2.3134 -2.5513 3.8513
H -4.0482 -2.0975 3.8486
H -0.4641 2.7162 6.2894
H -0.9650 4.3795 5.8415
H -2.1626 3.0555 5.7526
H 1.4234 3.7558 2.5812
H 1.0834 4.8158 3.9938
H 1.8218 3.1883 4.2552
H -1.4713 3.9988 1.7102
H -2.8065 3.7490 2.9104
H -1.6778 5.1316 3.1137
H 0.0088 0.2076 6.6844
H 1.7478 -0.2648 6.7821
H 1.3158 1.3738 6.1921
H 0.8075 -2.6768 3.5993
H 1.4953 -2.6027 5.2480
H -0.2789 -2.3894 5.0182
H 2.8471 -0.4465 2.8108
H 2.9467 1.0376 3.8305
H 3.4386 -0.5622 4.5076
*
```

List of Löwdin charges in e, atom by atom: number 1, C, carries -0.288; number 2, C, carries -0.291; number 3, C, carries -0.274; number 4, H, carries 0.084; number 5, C, carries -0.277; number 6, C, carries -0.323; number 7, H, carries 0.017; number 8, H, carries 0.077; number 9, H, carries 0.096; number 10, H, carries 0.085; number 11, Eu, carries 0.903; number 12, Cl, carries 0.303; number 13, C, carries -0.240; number 14, C, carries -0.242; number 15, C, carries -0.244; number 16, H, carries 0.045; number 17, C, carries -0.243; number 18, C, carries -0.241; number 19, H, carries 0.044; number 20, H, carries 0.046; number 21, H, carries 0.042; number 22, H, carries 0.043; number 23, C, carries -0.249; number 24, Si, carries 0.252; number 25, C, carries -0.259; number 26, C, carries -0.237; number 27, Si, carries -0.192; number 28, Si, carries 0.297; number 29, C, carries -0.235; number 30, C, carries -0.260; number 31, C, carries -0.244; number 32, Si, carries 0.309; number 33, C, carries -0.240; number 34, C, carries -0.224; number 35, C, carries -0.261; number 36, H, carries 0.022; number 37, H, carries 0.016; number 38, H, carries 0.001; number 39, H, carries 0.012; number 40, H, carries 0.012; number 41, H, carries -0.002; number 42, H, carries 0.016; number 43, H, carries 0.020; number 44, H, carries 0.025; number 45, H, carries 0.008; number 46, H, carries 0.024; number 47, H, carries 0.014; number 48, H, carries 0.007; number 49, H, carries 0.025; number 50, H, carries 0.015; number 51, H, carries 0.028; number 52, H, carries 0.005; number 53, H, carries 0.021; number 54, H, carries 0.015; number 55, H, carries 0.026; number 56, H, carries 0.016; number 57, H, carries 0.015; number 58, H, carries 0.026; number 59, H, carries 0.016; number 60, H, carries 0.000; number 61, H, carries 0.015; number 62, H, carries 0.024

- Which value of DFT total energy does entry 1 give?
  -77616.6945 eV

- Look up the maximum force of the first one.
  3.38 eV Å⁻¹

- The highest molar mass belongs to which entry?
  C31H59BF3IN3O6S

- Which formula does entry 2 have?
  C19H37ClEuSi4